1.
136
Properties=species:S:1:pos:R:3:forces:R:3 method="wB97M-V/def2-TZVPD" max_force_ha_per_bohr=0.0108 e_homo_ev=-4.2 lumo_energy_ev=1.8 homo_lumo_gap_ev=5.94 charge=-1 energy_ev=-83328.0068
O 4.422 -5.700 2.037 0.1428 -0.1728 -0.1655
H 2.933 -2.083 3.346 0.2189 -0.0580 -0.0079
H 1.853 -6.701 2.347 -0.0448 -0.0837 0.0078
N 0.963 -0.647 1.392 -0.2998 -0.0415 0.2467
C 3.044 1.846 -3.855 0.1620 0.1302 0.2129
H -4.995 10.677 -8.076 0.0156 -0.0320 -0.0125
O -5.367 9.791 -8.107 -0.0451 0.0181 0.0465
H -2.418 5.909 -2.539 -0.0406 -0.1194 0.0068
H 6.494 1.684 -3.360 0.0519 0.0726 0.0472
C 0.096 3.842 -3.791 0.1298 0.1055 -0.0268
O -7.142 -6.969 2.853 0.0416 -0.0173 0.0435
H 0.115 -3.215 6.808 0.0002 -0.0185 -0.0065
H -1.463 0.768 0.225 0.0729 -0.0340 0.1190
O -1.303 -3.809 -3.062 -0.1221 -0.1700 -0.2571
H 1.373 -7.054 0.669 -0.0570 -0.0682 0.0446
C 0.061 -1.104 2.443 0.3927 -0.0043 0.1438
O -6.892 -3.872 1.890 0.3752 -0.2902 0.0899
C 1.224 0.685 9.561 -0.0365 -0.0087 -0.0445
C -1.931 -4.953 -3.614 0.0625 0.0602 0.0287
C -5.423 8.022 -3.172 -0.0071 0.1263 0.0014
H -0.236 6.498 -6.424 0.0017 -0.0190 0.0054
H -6.186 7.708 -2.456 -0.0053 -0.0412 -0.0101
C 2.299 -0.811 1.771 0.3003 0.4359 -0.1393
C -6.277 -6.689 3.942 -0.1791 0.1209 -0.2915
O -3.043 6.008 -1.814 0.0651 0.1451 0.0331
H 7.900 0.832 -2.693 0.0062 -0.0696 -0.0176
O 0.283 0.135 8.648 0.0077 -0.0515 0.0075
H -0.603 0.328 8.967 -0.0004 -0.0140 -0.0689
C 0.147 0.086 -1.058 0.3538 -0.0680 0.2431
H -5.369 -3.225 3.048 0.0000 0.2286 -0.1507
H -0.191 -3.177 0.641 0.0912 0.0561 0.1034
H -2.124 -1.369 0.547 -0.0291 0.1074 -0.0569
C -0.366 7.402 -5.835 0.0769 0.0640 0.0880
O 6.239 -0.332 -2.909 0.0547 0.0877 -0.0550
H 1.815 -2.821 6.453 0.0085 -0.0201 -0.0080
H -6.902 10.275 -6.773 -0.0207 -0.0179 0.0315
H -5.422 9.646 -6.016 -0.0192 -0.0080 0.0322
C -6.073 9.571 -6.886 0.0714 0.0500 -0.1066
H -2.105 -4.232 0.220 0.0004 -0.0469 -0.0833
O 0.422 -1.404 5.812 -0.0122 -0.0182 0.1842
C -1.865 -2.122 -0.205 -0.1548 -0.3955 0.3605
H -6.666 -5.870 4.555 0.0651 -0.0025 0.0658
H -6.480 8.564 -6.934 -0.0018 -0.0158 -0.0047
H -2.282 -8.984 4.811 0.0203 0.0029 0.0110
H -5.274 -6.430 3.590 0.0452 0.0138 0.0856
F 1.930 -1.592 -0.633 -0.0822 -0.0453 0.0914
O 0.735 4.210 -5.015 -0.1146 0.0956 0.0025
H -2.361 1.888 -1.285 0.1077 0.0297 0.0509
H 7.051 -0.669 0.656 -0.0204 0.0363 0.0139
H -3.007 -3.342 2.211 0.0073 0.0526 0.0458
H 1.052 0.553 -1.436 0.0184 -0.0158 -0.1438
H 0.324 -0.643 3.399 -0.0589 0.0365 -0.0264
C -5.721 -3.689 2.108 -0.2578 -0.2264 0.2508
H 6.565 5.159 -2.942 0.0345 0.0023 0.0730
H 2.038 -2.966 2.116 -0.0341 0.0324 -0.1649
C 2.757 -2.167 2.269 -0.2416 0.0064 0.3778
C -3.589 -3.164 1.304 -0.0993 -0.1749 0.2910
H 6.553 1.265 -1.624 0.0619 0.1010 -0.0128
H 5.283 -0.239 -2.830 0.0106 -0.1002 0.0625
H 5.598 -0.791 1.682 -0.0321 -0.0316 0.0021
H -1.818 4.878 -0.558 -0.0139 -0.0157 0.0592
H 0.478 -0.904 6.634 -0.0170 0.0557 0.0370
H -3.018 5.933 0.221 -0.0193 -0.0084 -0.0003
H -2.875 -5.084 -3.089 -0.0108 -0.0124 0.0026
H 5.222 5.798 -1.956 0.0203 -0.0084 0.0332
H -0.796 4.454 -3.614 -0.0345 -0.0424 0.0197
H 1.120 1.770 9.641 0.0171 0.0051 -0.0056
H -3.238 -9.040 3.318 -0.0540 -0.0237 0.0608
H 2.440 1.213 -4.501 -0.0447 -0.0501 0.0723
C -2.750 -3.365 0.068 0.0275 -0.1604 -0.1211
H -2.141 -4.833 -4.682 -0.0290 -0.0026 0.0032
O 6.856 -2.409 1.799 0.0265 0.0355 -0.0260
H 5.705 -1.735 0.192 -0.0624 0.0841 -0.0163
O 0.714 7.460 -4.901 -0.1235 -0.0573 -0.1276
H 7.446 -2.890 1.213 -0.0084 0.0105 0.0190
F -0.274 2.180 1.672 0.0597 0.0165 -0.0849
H -6.216 -7.588 4.551 0.0103 -0.0156 0.0047
C 5.558 4.956 -2.567 -0.0387 0.0352 -0.1430
O -1.423 1.895 -1.497 -0.0216 -0.1482 0.0281
H 2.213 0.460 9.170 0.0142 0.0030 -0.0010
H 0.084 -2.193 2.610 -0.1981 -0.0332 -0.0486
O 3.123 0.088 1.724 -0.1817 -0.2626 -0.2008
H 0.597 8.252 -4.370 0.0713 -0.0654 0.0709
H -0.131 -2.937 -1.075 0.1493 -0.1510 -0.0796
H 3.163 2.187 -1.937 -0.0980 -0.0050 0.0664
H -5.535 7.432 -4.079 -0.0038 0.0037 -0.0208
C 5.224 -5.728 3.210 -0.0249 0.1314 -0.0197
O 2.636 1.627 -2.515 0.1034 -0.0348 -0.1045
H 5.888 -4.862 3.256 -0.0225 0.0179 0.0180
H -7.203 -6.173 2.309 -0.0231 0.0288 0.0242
H -1.329 -5.856 -3.475 -0.0228 -0.0157 0.0164
H -2.129 -1.708 -1.177 0.0251 0.0903 -0.0152
H -1.331 7.350 -5.324 -0.0256 -0.0104 -0.0300
C -2.306 5.849 -0.597 -0.0134 -0.0095 -0.1937
C 6.276 -1.342 1.035 0.0375 -0.1511 -0.0137
O -1.657 -7.685 3.381 -0.1192 -0.0314 0.0244
H -2.040 -7.157 2.674 0.0990 0.0270 -0.0041
O 4.658 4.687 -3.633 0.0798 0.0438 0.0766
H -1.552 6.634 -0.490 0.0013 0.0012 0.0566
H -0.960 -0.799 2.218 -0.0221 -0.0506 -0.0587
O 1.632 -5.041 1.124 -0.2237 -0.1786 -0.1388
C 1.257 -6.349 1.501 0.2217 0.0031 -0.0167
H -3.409 -3.613 -0.766 -0.0395 0.1665 -0.0444
C -0.712 1.167 -0.460 -0.3247 0.2876 -0.2995
H 4.544 -5.693 4.057 -0.0026 0.0008 0.0153
H 3.686 -2.402 1.757 0.0887 -0.0546 0.1103
H 4.611 5.467 -4.193 -0.0578 -0.0352 -0.0037
F -0.170 3.487 -0.045 -0.0404 -0.0068 0.1041
C 0.788 -2.745 6.082 -0.0074 0.0841 -0.0607
H 5.817 -6.646 3.271 -0.0185 -0.0125 0.0151
F 1.412 2.097 0.304 -0.1020 -0.0873 0.0369
H 2.564 -5.063 0.883 -0.0099 0.1496 0.2299
H 5.012 -5.716 1.277 -0.0107 0.0791 0.0202
H 5.593 4.067 -1.941 -0.0110 -0.0167 0.0026
B 0.647 -1.146 -0.072 0.1443 -0.0583 -0.4227
H -3.441 -7.688 4.460 -0.0212 -0.0477 0.0493
H -4.439 7.832 -2.747 0.0011 -0.0423 0.0128
H 0.721 -3.289 5.141 0.0125 -0.0189 -0.0046
C 0.088 2.212 0.366 0.0840 0.0456 0.0435
H 2.903 2.888 -4.139 0.0379 -0.0216 -0.1745
C -2.720 -8.380 4.019 0.0785 0.0658 -0.1444
C 6.819 0.933 -2.632 -0.2844 -0.0980 0.0419
H 0.210 -6.336 1.799 -0.0121 0.0817 -0.0149
H -0.357 8.268 -6.501 -0.0314 -0.0219 -0.0342
H -3.980 -2.147 1.339 -0.0714 0.0155 -0.0572
H -0.388 -0.307 -1.927 -0.1017 -0.0384 0.0097
H -5.495 9.924 -2.745 0.0057 0.0077 -0.0341
O -4.741 -4.086 1.307 0.0081 0.4008 -0.2854
H 4.101 1.580 -3.979 -0.0147 0.0333 -0.2131
H -0.206 2.802 -3.857 0.0157 -0.0209 -0.0114
C -0.372 -2.433 -0.140 0.0479 0.3808 -0.1209
O -5.594 9.394 -3.541 0.0012 -0.0474 0.0606
H 1.129 0.241 10.555 0.0145 -0.0067 0.0007
H -0.462 -3.688 -3.514 0.0382 0.1250 0.1607
H 1.000 5.132 -4.929 0.0611 0.0077 0.0426
H 0.775 3.948 -2.943 -0.0438 -0.0622 0.0564


2.
128
Properties=species:S:1:pos:R:3:forces:R:3 method="wB97M-V/def2-TZVPD" max_force_ha_per_bohr=0.0293 e_homo_ev=-9.9 lumo_energy_ev=0.4 homo_lumo_gap_ev=10.31 de_lowest_kj_mol=0.0 energy_ev=-63052.2538
H 3.092 -0.390 3.070 -0.0356 0.0889 -0.1069
H -1.999 1.746 -4.785 -0.1645 0.0270 -0.1231
H 5.303 -3.591 1.343 0.0360 -0.0061 0.0033
O -0.514 -5.086 0.907 -0.3113 0.0243 0.1368
C 4.211 1.916 -2.382 0.8477 -1.1796 0.0453
H 4.742 3.112 -0.672 0.4050 -0.1690 -0.0872
H 4.373 0.123 1.975 -0.1092 0.3176 -0.2458
H -4.661 -1.666 -0.506 0.0732 -0.0870 0.0375
O 0.030 1.494 5.037 0.0168 -0.0565 0.0326
H 1.941 0.041 -5.106 -0.0937 0.1245 0.2771
H -1.175 1.652 -6.375 -0.0572 0.1671 0.0979
H 1.041 -2.759 2.446 -0.0728 -0.0627 0.0532
H -2.238 -2.058 -2.168 0.1611 -0.0887 0.3389
H 2.101 -4.950 2.445 0.0051 -0.0802 0.0420
H 0.518 1.913 -4.633 -0.0408 0.0032 0.1330
H -2.397 -2.359 2.016 0.0478 0.3431 0.0785
O -4.463 -2.451 2.162 -0.1601 0.1666 0.1130
H 1.362 -2.536 4.174 -0.2088 -0.2982 0.0537
H -0.117 -2.085 0.057 0.0150 0.1158 0.2081
N -1.181 5.503 2.614 0.2976 -0.2704 -0.1603
H 6.136 1.422 -2.445 -0.1362 -0.0471 0.1622
H 2.677 -2.606 3.057 0.0840 -0.3741 -0.1064
O -1.265 -2.166 -3.974 0.0372 -0.3883 -1.0190
H -2.180 4.750 -2.243 -0.1054 -0.2922 0.0127
C 3.691 0.474 2.752 0.1603 -0.3619 0.9052
H -4.556 0.937 -0.934 0.0890 -0.0939 0.2496
O -0.232 3.085 -1.608 0.2187 -0.6247 -0.7252
H 4.300 0.751 3.615 0.0245 0.0525 -0.0691
C -1.598 4.390 -3.098 0.0020 0.5063 0.1640
H 5.037 1.365 -0.423 0.0547 -0.1302 -0.1515
C -4.206 0.008 -1.389 0.5519 0.1784 -0.5586
H 3.713 -2.491 -2.838 -0.0833 0.0767 -0.1085
C 1.699 -3.052 3.269 0.0222 0.8447 0.0170
H 0.664 -0.301 1.643 -0.0212 -0.0320 -0.0201
C -3.947 2.667 2.341 0.2584 0.3043 0.5098
C -5.585 0.806 2.063 -0.3669 0.1341 0.1514
H -6.378 1.339 2.601 0.0965 0.1753 -0.0886
H 1.015 1.209 -0.712 0.0452 0.3437 0.0387
H -1.354 0.711 -0.469 0.3038 0.1173 -0.0777
H -5.842 -0.244 2.203 0.2690 -0.0715 -0.0707
H 0.132 -1.040 -1.300 0.2427 0.2806 -0.0361
H 2.174 -2.998 -4.510 -0.0708 -0.2247 0.0208
H 4.551 -2.669 -0.697 -0.3900 -0.1308 0.0339
H -4.801 3.289 2.634 -0.0989 -0.0814 -0.1795
C 4.326 -2.276 0.296 0.2955 0.2044 0.0958
O -0.252 0.453 -3.371 0.3834 -0.0413 -0.0624
H -0.633 -6.019 1.111 0.1605 -0.0384 -0.0418
H 3.670 2.742 -2.840 0.1059 0.1561 0.0542
H -0.826 3.359 -0.895 0.1445 0.1703 0.3885
H 2.337 1.304 1.679 -0.0318 0.3107 -0.3413
H -1.159 -0.229 4.920 0.2796 0.0927 0.2517
H -3.056 -1.545 3.495 -0.2468 0.2257 -0.2076
H 0.400 3.662 -3.429 0.1160 0.1195 -0.0065
H 3.417 2.088 -0.374 0.0250 -0.3719 -0.0649
C -0.002 0.951 -4.697 -0.2853 0.4401 -0.2499
H -3.699 2.864 1.299 -0.0485 -0.1143 -0.0403
H 1.398 -2.094 -3.242 0.1660 -0.0236 0.3532
C 0.496 -1.248 -0.292 0.3034 -0.7400 0.2034
H -1.843 -5.395 -0.621 -0.3447 0.1043 -0.0058
H -0.652 5.983 3.320 -0.1269 0.0851 -0.0392
H 1.525 -1.618 -0.317 -0.0399 0.1129 -0.2197
H -0.049 -5.050 2.848 -0.0456 0.2386 -0.0176
C 4.383 2.102 -0.889 -0.9510 1.1296 0.3021
H -3.445 0.568 2.279 0.0521 -0.0144 0.1175
H -0.722 -3.024 -2.172 -0.1337 -0.2298 0.1005
C -1.701 -4.683 0.196 0.7006 -0.6122 -0.1548
C 2.661 -5.023 4.507 0.4415 0.4429 0.5632
H 0.879 1.550 4.593 0.0746 0.0082 -0.0261
H 2.273 -4.679 5.471 -0.1612 -0.2570 -0.0206
H -4.880 1.634 4.487 -0.0795 0.0969 -0.2025
H -5.666 1.089 1.013 0.0469 -0.1377 -0.0178
H -1.482 -3.723 -0.258 -0.2239 0.1875 0.2265
C -4.239 1.211 2.661 -0.8308 0.2950 -0.1468
H -1.310 1.295 1.201 0.4223 0.1249 -0.0565
H 0.861 3.034 2.228 0.1675 0.0369 0.0461
H 0.302 6.178 -2.754 0.2710 0.1248 0.1043
H -1.693 1.082 3.923 0.1354 0.3069 0.1574
O 1.226 1.018 0.212 0.3907 -0.3908 0.1900
O -1.111 3.918 0.972 -0.2721 0.1787 -0.4772
O 2.883 1.588 2.426 -0.0739 -0.2587 -0.1372
H -3.056 -3.293 3.321 -0.0340 0.0963 0.0901
H -4.922 -0.257 -2.170 -0.0532 -0.2766 0.1602
H -3.118 3.018 2.962 0.1286 -0.0999 -0.1851
H 2.418 0.724 -2.848 0.0077 0.0691 0.4971
C 3.501 0.605 -2.719 -0.6140 -0.1422 -0.4199
H 0.809 4.282 3.456 0.1526 -0.2872 0.0176
C -0.630 4.410 1.980 0.2880 -0.3975 0.9304
O 0.455 -5.098 3.671 -0.1079 -0.0857 0.0521
H -1.746 -0.353 0.833 0.0661 0.0114 -0.0140
H -0.517 1.185 -2.794 0.0229 0.1094 -0.0337
H 1.237 -3.846 -3.261 0.1821 -0.1491 0.1105
H 2.810 -6.100 4.525 -0.2484 -0.0544 -0.0126
C -1.059 0.455 0.551 -1.0950 -0.5891 0.6501
H -3.254 0.189 -1.894 -0.0842 0.2747 -0.0344
H -0.296 0.160 3.437 0.1897 0.0836 0.2039
N 0.430 3.844 2.637 -0.5843 0.5855 -0.4760
H -2.248 -3.611 -2.964 0.2653 -0.2112 0.0214
H -2.049 3.501 -3.530 -0.1530 -0.0146 0.0806
H 0.950 0.196 -6.502 -0.3507 0.0429 -0.0194
O -4.274 1.016 4.069 0.4691 -0.4431 0.1758
C -0.181 4.102 -2.618 -0.4693 -0.0184 0.5759
H -2.565 -4.660 0.857 -0.0954 0.1931 -0.0966
C -0.790 0.601 4.310 -0.6047 -0.4270 -0.5903
O 3.104 -3.214 -2.669 -0.1004 -0.1387 0.3254
H -1.890 6.010 2.119 -0.0004 0.0458 -0.0716
C 1.740 -4.558 3.407 0.3604 -0.1657 -0.3516
C 0.901 -0.012 -5.433 0.6073 -0.3726 0.0234
H -1.655 5.209 -3.819 0.2380 -0.1726 -0.1726
C 0.493 5.349 -2.072 0.3088 -0.0129 0.0963
O -3.944 -1.026 -0.449 -0.5897 -0.0498 0.0920
H 3.343 -2.570 0.669 -0.0138 -0.2634 -0.2573
C -3.188 -2.356 2.775 0.3298 -0.9542 -0.1151
C 1.933 -3.032 -3.440 -0.0984 0.5172 -0.7307
O 5.510 1.898 -2.999 -0.1052 0.4762 -0.3934
H -1.781 0.186 -5.637 -0.1534 0.0294 0.1801
H 3.685 -0.171 -1.972 -0.0114 0.0403 0.0490
H -0.830 -1.303 -3.912 -0.3208 -0.1984 0.8788
H 3.804 0.223 -3.697 0.3691 0.1503 0.0750
H 0.139 5.608 -1.071 -0.4502 -0.0555 -0.1564
H 0.600 -1.050 -5.282 -0.2065 0.0287 -0.2013
H -4.600 -1.679 1.603 0.2335 0.0957 0.0520
H 3.653 -4.563 4.446 -0.0688 0.0019 -0.3161
C 0.364 -0.055 0.623 -0.5993 0.6811 -0.7247
O 5.359 -2.642 1.204 -0.0857 0.1577 0.1491
C -1.336 1.158 -5.414 0.4790 -0.3335 -0.1580
H 1.563 5.193 -1.921 0.0235 0.0253 -0.3406
H 4.308 -1.187 0.229 0.1512 0.0144 0.0284
C -1.614 -2.754 -2.740 -0.2002 0.9798 -0.2438